C37H52BrHgIN9O2SbSi3 as an isolated structure. Source: the Open Molecules 2025 dataset; level of theory: ωB97M-V/def2-TZVPD.

Properties
spin multiplicity = 2
net charge = +1
gap between HOMO and LUMO (alpha / beta) = 7.41 / 4.33 eV
ΔE to the lowest compared entry with this formula, charge and spin = 124.19 kJ/mol
LUMO (alpha / beta) = -0.0874 / -0.2007 Eh

Atoms and positions in Å:
Hg (1.321, 0.635, -1.493)
C (5.071, 1.187, -0.257)
O (4.354, -0.006, 0.041)
C (4.996, -1.215, -0.076)
C (6.371, -1.432, -0.109)
C (6.850, -2.751, -0.109)
Br (8.725, -3.047, -0.143)
C (5.989, -3.816, -0.042)
C (4.584, -3.640, -0.008)
C (4.118, -2.326, -0.008)
O (2.776, -2.052, 0.175)
C (3.716, -4.794, -0.006)
N (4.178, -6.029, 0.177)
C (3.065, -6.853, 0.064)
C (2.889, -8.213, 0.296)
C (1.614, -8.786, 0.194)
C (0.492, -8.012, -0.112)
C (0.639, -6.641, -0.335)
C (1.895, -6.075, -0.263)
N (2.371, -4.766, -0.265)
H (5.500, 1.169, -1.290)
H (5.857, 1.339, 0.508)
H (4.316, 1.994, -0.170)
H (7.083, -0.624, -0.159)
H (6.347, -4.816, -0.050)
H (2.682, -1.064, 0.113)
H (3.737, -8.833, 0.578)
H (1.485, -9.849, 0.376)
H (-0.496, -8.479, -0.141)
H (-0.268, -6.060, -0.521)
H (1.798, -3.953, -0.439)
C (0.030, -3.169, -2.550)
Si (-1.626, -2.343, -2.236)
C (-2.946, -3.670, -2.211)
C (-1.826, -1.073, -3.604)
Sb (-1.397, -1.051, 0.052)
Si (-3.977, -0.363, 0.282)
C (-5.141, -1.817, 0.368)
C (-4.237, 0.608, 1.884)
C (-4.362, 0.781, -1.145)
Si (-1.298, -2.609, 2.177)
C (-2.626, -3.948, 1.988)
C (0.371, -3.432, 2.497)
C (-1.636, -1.524, 3.659)
H (0.035, -3.578, -3.575)
H (0.138, -4.011, -1.851)
H (0.881, -2.468, -2.457)
H (-2.821, -4.407, -3.053)
H (-3.947, -3.227, -2.271)
H (-2.936, -4.247, -1.251)
H (-1.932, -1.616, -4.569)
H (-0.951, -0.381, -3.615)
H (-2.769, -0.500, -3.470)
H (-5.226, -2.166, 1.419)
H (-4.801, -2.637, -0.269)
H (-6.143, -1.514, -0.012)
H (-4.751, -0.010, 2.647)
H (-4.841, 1.533, 1.700)
H (-3.296, 0.971, 2.283)
H (-3.460, 0.893, -1.792)
H (-4.636, 1.790, -0.768)
H (-5.172, 0.384, -1.796)
H (-2.767, -4.269, 0.942)
H (-3.612, -3.572, 2.349)
H (-2.348, -4.849, 2.597)
H (0.419, -4.470, 2.111)
H (0.532, -3.423, 3.600)
H (1.176, -2.834, 2.042)
H (-2.619, -1.033, 3.567)
H (-0.858, -0.730, 3.733)
H (-1.666, -2.095, 4.614)
I (4.715, 6.337, 1.331)
C (3.444, 5.041, 0.356)
C (2.948, 5.136, -0.959)
N (2.025, 4.159, -1.081)
N (1.914, 3.386, 0.019)
C (2.750, 3.955, 0.916)
H (3.238, 5.810, -1.754)
H (1.424, 4.015, -1.902)
H (2.845, 3.545, 1.912)
C (-0.788, 2.737, 2.461)
C (-1.269, 2.932, 1.066)
N (-1.040, 2.108, 0.090)
C (-1.612, 2.724, -1.031)
C (-2.194, 3.909, -0.728)
N (-1.954, 4.084, 0.644)
C (-2.394, 5.229, 1.417)
N (-2.538, 6.423, 0.591)
N (-3.840, 6.814, 0.285)
N (-3.809, 7.764, -0.627)
C (-2.478, 7.984, -0.967)
C (-1.918, 8.825, -1.952)
C (-0.556, 8.907, -2.046)
C (0.253, 8.178, -1.182)
C (-0.248, 7.341, -0.210)
C (-1.632, 7.171, -0.186)
H (-0.289, 1.752, 2.501)
H (-1.623, 2.763, 3.178)
H (-0.050, 3.550, 2.720)
H (-1.508, 2.205, -1.975)
H (-2.770, 4.645, -1.269)
H (-1.699, 5.450, 2.228)
H (-3.389, 5.029, 1.822)
H (-2.587, 9.352, -2.599)
H (-0.104, 9.606, -2.760)
H (1.324, 8.270, -1.271)
H (0.399, 6.751, 0.416)

These are the Löwdin partial charges, in e, on atoms 1 to 99: atom 1 (Hg): 0.60, atom 2 (C): -0.06, atom 3 (O): -0.18, atom 4 (C): -0.20, atom 5 (C): -0.05, atom 6 (C): -0.67, atom 7 (Br): 0.76, atom 8 (C): -0.06, atom 9 (C): -0.07, atom 10 (C): -0.16, atom 11 (O): -0.04, atom 12 (C): -0.25, atom 13 (N): 0.18, atom 14 (C): -0.21, atom 15 (C): -0.01, atom 16 (C): -0.09, atom 17 (C): -0.10, atom 18 (C): -0.06, atom 19 (C): -0.18, atom 20 (N): 0.16, atom 21 (H): 0.12, atom 22 (H): 0.11, atom 23 (H): 0.06, atom 24 (H): 0.10, atom 25 (H): 0.10, atom 26 (H): 0.02, atom 27 (H): 0.11, atom 28 (H): 0.10, atom 29 (H): 0.10, atom 30 (H): 0.09, atom 31 (H): 0.11, atom 32 (C): -0.23, atom 33 (Si): 0.29, atom 34 (C): -0.21, atom 35 (C): -0.23, atom 36 (Sb): 0.90, atom 37 (Si): 0.35, atom 38 (C): -0.21, atom 39 (C): -0.22, atom 40 (C): -0.23, atom 41 (Si): 0.33, atom 42 (C): -0.21, atom 43 (C): -0.21, atom 44 (C): -0.23, atom 45 (H): 0.05, atom 46 (H): 0.00, atom 47 (H): 0.01, atom 48 (H): 0.07, atom 49 (H): 0.02, atom 50 (H): 0.02, atom 51 (H): 0.05, atom 52 (H): 0.01, atom 53 (H): 0.02, atom 54 (H): 0.03, atom 55 (H): 0.00, atom 56 (H): 0.06, atom 57 (H): 0.04, atom 58 (H): 0.05, atom 59 (H): -0.01, atom 60 (H): -0.01, atom 61 (H): 0.04, atom 62 (H): 0.05, atom 63 (H): 0.00, atom 64 (H): 0.03, atom 65 (H): 0.06, atom 66 (H): 0.03, atom 67 (H): 0.05, atom 68 (H): 0.01, atom 69 (H): 0.01, atom 70 (H): 0.04, atom 71 (H): 0.06, atom 72 (I): 0.87, atom 73 (C): -0.80, atom 74 (C): -0.15, atom 75 (N): -0.04, atom 76 (N): -0.02, atom 77 (C): -0.23, atom 78 (H): 0.12, atom 79 (H): 0.15, atom 80 (H): 0.10, atom 81 (C): -0.01, atom 82 (C): -0.40, atom 83 (N): 0.00, atom 84 (C): -0.20, atom 85 (C): -0.04, atom 86 (N): 0.00, atom 87 (C): -0.08, atom 88 (N): -0.07, atom 89 (N): 0.06, atom 90 (N): 0.08, atom 91 (C): -0.23, atom 92 (C): -0.01, atom 93 (C): -0.08, atom 94 (C): -0.09, atom 95 (C): -0.01, atom 96 (C): -0.16, atom 97 (H): 0.08, atom 98 (H): 0.08, atom 99 (H): 0.10